Entry 1:
{
  "formula": "C19H64N10O13",
  "method": "wB97M-V/def2-TZVPD",
  "elements": ["C", "C", "O", "H", "H", "H", "H", "H", "H", "C", "C", "O", "H", "H", "H", "H", "H", "H", "C", "C", "O", "H", "H", "H", "H", "H", "H", "C", "C", "O", "H", "H", "H", "H", "H", "H", "C", "C", "O", "H", "H", "H", "H", "H", "H", "C", "C", "O", "H", "H", "H", "H", "H", "H", "C", "O", "N", "N", "H", "H", "H", "H", "C", "O", "N", "N", "H", "H", "H", "H", "C", "O", "N", "N", "H", "H", "H", "H", "C", "O", "N", "N", "H", "H", "H", "H", "C", "O", "N", "N", "H", "H", "H", "H", "C", "O", "H", "H", "H", "H", "C", "O", "H", "H", "H", "H"],
  "coordinates": [[0.595509, -0.236274, 0.458981], [-0.699491, 0.598726, 0.411981], [-0.775491, 1.040726, 1.749981], [1.343509, 0.421726, 0.889981], [0.957509, -0.473274, -0.527019], [0.602509, -1.187274, 0.953981], [-1.466491, -0.101274, 0.255981], [-0.892491, 1.292726, -0.470019], [-0.879491, 0.228726, 2.221981], [-3.834491, 3.698726, -2.621019], [-2.282491, 3.505726, -2.746019], [-1.844491, 2.606726, -3.789019], [-4.078491, 4.408726, -1.793019], [-4.254491, 2.716726, -2.583019], [-4.171491, 4.119726, -3.583019], [-1.985491, 2.992726, -1.893019], [-1.672491, 4.447726, -2.830019], [-0.917491, 2.826726, -4.106019], [1.107509, -1.106274, 3.813981], [1.886509, -1.548274, 5.066981], [3.107509, -2.154274, 4.858981], [1.077509, -1.956274, 3.092981], [1.511509, -0.172274, 3.306981], [0.037509, -0.798274, 4.002981], [1.076509, -2.140274, 5.567981], [2.107509, -0.813274, 5.826981], [3.625509, -1.423274, 4.376981], [3.141509, 2.595726, -3.148019], [2.713509, 2.716726, -1.735019], [1.262509, 2.620726, -1.721019], [2.849509, 1.626726, -3.552019], [4.165509, 2.626726, -3.138019], [2.815509, 3.426726, -3.745019], [2.834509, 3.690726, -1.289019], [3.257509, 2.054726, -1.130019], [1.052509, 2.396726, -0.780019], [-0.835491, -3.300274, 0.515981], [-1.814491, -3.458274, -0.626019], [-3.041491, -4.106274, -0.196019], [-1.016491, -4.239274, 1.123981], [-1.142491, -2.404274, 1.033981], [0.167509, -3.205274, 0.223981], [-1.456491, -3.959274, -1.495019], [-1.977491, -2.501274, -0.954019], [-3.761491, -3.936274, -0.856019], [-4.108491, 0.350726, 0.963981], [-4.219491, 0.793726, -0.493019], [-5.033491, -0.137274, -1.235019], [-3.727491, -0.702274, 1.031981], [-4.918491, 0.357726, 1.615981], [-3.406491, 1.004726, 1.475981], [-3.218491, 0.777726, -0.993019], [-4.532491, 1.874726, -0.503019], [-5.963491, 0.171726, -1.113019], [2.369509, -3.850274, -3.199019], [2.241509, -3.161274, -4.411019], [3.287509, -4.772274, -2.920019], [1.767509, -3.436274, -2.005019], [3.820509, -5.276274, -3.690019], [3.252509, -5.226274, -2.020019], [1.116509, -2.676274, -2.255019], [1.456509, -4.018274, -1.199019], [3.884509, -0.654274, -2.154019], [4.850509, 0.277726, -1.984019], [3.437509, -0.929274, -3.314019], [3.401509, -1.390274, -1.219019], [3.924509, -0.516274, -4.162019], [3.025509, -1.896274, -3.553019], [3.662509, -1.186274, -0.250019], [2.788509, -2.236274, -1.303019], [-3.008491, -0.468274, 4.182981], [-2.202491, -1.060274, 3.182981], [-2.648491, 0.575726, 4.917981], [-4.206491, -0.860274, 4.449981], [-1.687491, 0.910726, 4.857981], [-3.229491, 0.966726, 5.672981], [-4.544491, -1.706274, 3.996981], [-4.525491, -0.777274, 5.417981], [-0.080491, -0.548274, -2.841019], [-0.106491, -1.905274, -3.027019], [0.940509, 0.197726, -2.994019], [-1.146491, 0.129726, -2.673019], [1.869509, -0.252274, -3.086019], [1.126509, 1.153726, -2.555019], [-2.022491, -0.410274, -2.675019], [-1.245491, 1.077726, -2.890019], [2.115509, 2.943726, 1.662981], [2.354509, 1.897726, 2.549981], [2.928509, 3.880726, 1.457981], [0.948509, 3.107726, 1.045981], [3.865509, 3.692726, 1.763981], [2.731509, 4.633726, 0.758981], [0.174509, 2.379726, 1.254981], [0.632509, 3.823726, 0.447981], [2.692509, -3.870274, 1.605981], [2.840509, -5.295274, 1.470981], [1.663509, -3.544274, 1.592981], [3.246509, -3.230274, 0.844981], [3.068509, -3.451274, 2.520981], [3.333509, -5.660274, 2.185981], [-2.520491, 3.950726, 0.640981], [-2.026491, 4.206726, 1.878981], [-2.316491, 4.830726, 0.085981], [-3.560491, 3.635726, 0.650981], [-1.949491, 3.350726, 0.136981], [-1.159491, 4.709726, 1.940981]],
  "atomic_forces_ev_per_a": [[0.825, 1.505, -2.139], [1.003, -2.038, -0.228], [-0.999, 2.533, -0.773], [0.359, -0.206, 0.313], [0.133, -0.101, -0.621], [-0.687, -0.054, 0.765], [-1.528, -0.961, -0.287], [0.937, -0.033, 1.661], [-0.457, -0.945, 1.258], [1.803, 1.048, -1.693], [0.245, 1.119, -0.862], [0.636, 0.612, -1.108], [0.138, -0.921, -0.581], [-0.555, -0.478, 0.572], [-0.114, 0.109, 0.442], [0.660, -0.476, 2.093], [-0.964, -0.598, 0.188], [-1.782, -0.095, 0.739], [0.121, 1.614, -0.848], [-3.091, 0.613, 0.859], [1.932, 0.525, -1.974], [-0.004, 0.607, 0.506], [0.029, -1.226, 0.412], [1.034, -0.760, 0.243], [1.456, -0.743, -0.084], [-0.575, 1.187, -0.074], [-0.817, -1.830, 1.044], [-1.182, -0.020, -0.003], [-1.553, 1.755, -0.601], [-0.104, -0.969, 1.313], [-0.005, 0.326, -0.174], [2.724, -0.126, -0.206], [-0.563, 0.241, -0.434], [0.942, 0.704, -0.252], [0.195, -1.580, 0.946], [-0.043, 0.149, -0.965], [-2.520, -2.088, 0.848], [-0.375, -1.347, 0.260], [-0.289, 0.557, -0.455], [0.690, 1.210, -0.123], [0.051, -0.046, 0.743], [1.226, 0.003, -0.574], [0.709, -0.773, -0.514], [-1.012, 2.507, -1.037], [1.227, -0.094, 0.831], [2.544, -0.957, -0.812], [0.191, 0.006, 0.510], [-1.092, 1.500, 0.158], [-0.027, 0.940, -0.175], [-2.298, 0.281, 0.424], [0.523, -0.053, -0.005], [-0.700, -0.083, 0.567], [-0.261, -1.033, -0.432], [1.034, -0.614, -0.230], [-0.615, 3.021, -2.897], [0.887, -3.937, 6.452], [1.655, -2.175, -2.560], [-0.814, 0.033, -0.992], [-1.229, 1.176, 1.466], [0.109, 0.062, -0.083], [-1.073, 0.016, -0.073], [0.660, 0.103, -1.453], [6.953, 4.918, 1.752], [-3.974, -3.072, -0.148], [-0.643, -1.649, -7.164], [-1.079, -1.866, 5.204], [-0.727, -0.631, 1.894], [0.359, 1.752, 0.004], [0.116, 0.160, -0.844], [0.718, 1.147, -0.638], [5.957, -1.866, -5.247], [-3.938, 3.205, 5.047], [1.755, 1.484, 0.936], [-3.828, -2.621, 0.797], [-0.571, -0.164, -0.062], [0.502, -0.465, -0.943], [0.317, 0.359, 0.004], [0.033, 0.126, -0.696], [0.057, -6.963, -1.911], [0.068, 5.286, 1.394], [5.969, 2.226, 0.245], [-5.897, -1.194, 1.604], [-1.070, -0.032, -0.440], [-1.560, -1.372, -0.575], [0.704, 0.476, -0.015], [0.047, 1.483, -0.572], [-2.135, -7.068, 5.144], [-0.937, 4.950, -4.577], [4.105, 4.358, -1.404], [-3.821, -3.555, 0.590], [0.307, 0.427, 0.010], [0.571, -1.230, 1.150], [1.740, 1.475, 0.397], [0.484, 1.193, -0.472], [0.965, 0.806, -0.495], [-0.748, 1.368, -1.215], [-0.466, -0.451, -0.234], [-0.496, -1.339, 0.283], [0.307, -0.351, 0.836], [0.533, -0.067, 0.834], [-1.805, 3.500, 0.889], [1.660, 0.722, 3.716], [-1.074, 1.451, -1.203], [0.047, 0.177, 0.166], [2.970, -4.671, -2.663], [-1.826, -1.124, -0.670]],
  "orbital_gap_ha": 0.322,
  "homo_ha": -0.3188,
  "relative_energy_ev": 3.075,
  "energy_ev": -62253.711
}


Entry 2:
{
  "formula": "C19H64O19",
  "method": "wB97M-V/def2-TZVPD",
  "elements": ["C", "O", "H", "H", "H", "H", "C", "O", "H", "H", "H", "H", "C", "O", "H", "H", "H", "H", "C", "O", "H", "H", "H", "H", "C", "O", "H", "H", "H", "H", "C", "O", "H", "H", "H", "H", "C", "O", "H", "H", "H", "H", "C", "C", "O", "O", "H", "H", "H", "H", "H", "H", "C", "C", "O", "O", "H", "H", "H", "H", "H", "H", "C", "C", "O", "O", "H", "H", "H", "H", "H", "H", "C", "C", "O", "O", "H", "H", "H", "H", "H", "H", "C", "C", "O", "O", "H", "H", "H", "H", "H", "H", "C", "C", "O", "O", "H", "H", "H", "H", "H", "H"],
  "coordinates": [[-5.619953, -15.121928, 1.780560], [-6.079063, -13.779951, 2.194441], [-6.455111, -15.649597, 1.319929], [-4.853761, -14.902551, 1.036981], [-5.579513, -15.697260, 2.705471], [-6.731389, -13.698966, 2.894095], [-9.718999, -9.379748, -1.560645], [-9.413978, -9.998611, -2.807913], [-9.994359, -8.345427, -1.766674], [-10.543717, -9.900116, -1.073644], [-8.935226, -9.449505, -0.806361], [-8.462866, -9.984979, -2.937443], [-9.830967, -11.988231, 6.589118], [-10.053283, -10.616373, 7.088160], [-10.592165, -12.696913, 6.915374], [-9.850170, -11.786348, 5.518152], [-8.866014, -12.431474, 6.835073], [-10.356659, -10.633327, 7.998802], [-9.087821, -11.452571, 1.787134], [-9.953291, -11.302615, 2.937084], [-9.682490, -11.890819, 0.985633], [-8.521095, -10.564845, 1.506316], [-8.284794, -12.179434, 1.909331], [-9.464754, -11.373902, 3.760403], [-13.380348, -11.156659, 4.692439], [-13.265984, -10.951866, 5.998539], [-13.770657, -10.288827, 4.160814], [-12.503447, -11.437959, 4.109323], [-14.049633, -11.971518, 4.416464], [-12.533033, -10.340537, 6.101782], [-8.968528, -15.013077, -1.526113], [-9.122309, -13.784460, -0.860019], [-8.318887, -14.994828, -2.401178], [-8.613747, -15.663036, -0.726245], [-9.982663, -15.354861, -1.733042], [-8.291786, -13.312162, -0.953627], [-12.980639, -10.288408, 1.333326], [-13.408292, -10.448445, 0.040552], [-12.584755, -9.286495, 1.499296], [-13.835562, -10.429793, 1.994546], [-12.212661, -11.027065, 1.562917], [-12.758073, -11.001326, -0.398920], [-5.736291, -11.581735, -0.728487], [-5.191078, -11.108673, 0.600923], [-4.235157, -11.911306, 1.253958], [-6.528110, -12.771321, -0.537446], [-4.883264, -11.932806, -1.309166], [-6.460901, -10.943727, -1.234428], [-5.940902, -11.109193, 1.392042], [-4.826170, -10.082358, 0.560703], [-4.787488, -12.527709, 1.740343], [-6.134018, -13.170102, 0.241823], [-12.869698, -13.485081, -1.415666], [-13.785949, -12.931963, -2.492792], [-14.694219, -12.006163, -1.956223], [-11.849887, -12.577902, -0.910687], [-12.480792, -14.408732, -1.844293], [-13.449923, -13.864885, -0.574723], [-14.363119, -13.710685, -2.991357], [-13.101454, -12.435001, -3.180255], [-14.303106, -11.705567, -1.132647], [-10.986706, -12.990194, -0.991440], [-6.129194, -14.469371, 5.878413], [-7.569640, -14.628399, 5.276428], [-7.885517, -13.544860, 4.422100], [-5.980994, -13.619904, 7.034841], [-5.488868, -14.070107, 5.091866], [-5.736845, -15.448125, 6.154441], [-8.228142, -14.918438, 6.095186], [-7.573277, -15.457484, 4.568835], [-8.834375, -13.631792, 4.304916], [-6.205280, -14.101453, 7.834475], [-6.258403, -9.916189, 4.536458], [-5.454750, -9.867398, 5.843428], [-4.132777, -9.498927, 5.649781], [-6.638046, -8.656029, 3.964483], [-7.195930, -10.430848, 4.746828], [-5.781203, -10.558363, 3.796185], [-5.322530, -10.855155, 6.284953], [-5.951771, -9.155741, 6.502673], [-4.242235, -8.788711, 5.013221], [-7.536234, -8.465520, 4.244794], [-10.600506, -15.014453, 1.834277], [-10.826714, -15.894408, 3.071013], [-10.642486, -14.937637, 4.098395], [-9.171116, -14.851399, 1.589590], [-11.161966, -14.083121, 1.760241], [-10.970055, -15.515122, 0.939363], [-10.010779, -16.614620, 3.010605], [-11.791398, -16.396037, 3.147554], [-11.344762, -14.301876, 4.253993], [-9.072576, -14.670218, 0.652001], [-9.807251, -7.503178, 5.541239], [-11.135129, -7.405670, 4.776187], [-12.212413, -8.343008, 5.175469], [-9.174316, -8.759051, 5.179581], [-9.934406, -7.422925, 6.620823], [-9.155210, -6.661746, 5.306855], [-11.048395, -7.293613, 3.695441], [-11.582002, -6.485883, 5.153551], [-13.087276, -7.990020, 4.997694], [-9.713654, -9.478289, 5.516346]],
  "atomic_forces_ev_per_a": [[-2.777, 1.335, 1.085], [1.274, -0.074, -1.367], [-0.140, 0.233, -0.691], [0.524, -0.731, 0.748], [1.694, -0.178, -0.168], [-0.597, -0.659, 0.401], [-0.250, -0.056, 0.012], [0.137, -0.366, 0.305], [0.002, 0.098, 0.398], [-0.309, 0.003, -0.406], [0.451, 0.206, -0.263], [-0.026, 0.071, -0.031], [-0.135, 1.336, 0.057], [0.201, -1.427, -0.103], [-0.326, 0.283, -0.222], [-0.204, -0.742, 0.049], [0.236, 0.513, 0.236], [0.033, -0.104, 0.077], [0.344, -0.729, 0.503], [0.223, -0.111, -0.766], [-0.159, 0.552, -0.094], [-0.665, 0.546, -0.038], [-0.130, -0.378, 0.576], [0.472, 0.123, -0.289], [-0.938, -0.603, -4.162], [0.648, -0.062, 2.966], [-0.158, 0.278, -0.105], [0.863, 0.142, 0.369], [-0.487, -0.144, 0.625], [0.124, 0.366, 0.346], [-0.633, -0.778, 0.866], [-0.540, 1.025, -0.678], [-0.135, 0.033, 0.092], [0.572, -0.916, -0.686], [0.130, -0.144, -0.581], [0.632, 0.628, 0.346], [0.189, -0.045, 1.371], [-0.639, -0.097, -1.747], [0.169, 0.126, 0.113], [0.069, -0.006, 0.199], [0.104, 0.071, 0.378], [0.441, -0.034, -0.289], [-0.032, -1.461, 0.313], [-0.782, 1.233, 1.396], [0.872, -0.482, -1.204], [-0.040, -0.084, 0.076], [0.074, 0.713, -0.611], [0.766, 0.683, -0.013], [-1.154, 0.672, -0.633], [0.210, -0.009, -0.337], [0.188, -0.586, 0.564], [-0.428, -0.568, 0.434], [0.021, -1.105, 0.157], [0.713, 0.757, 0.737], [-0.330, -0.053, -0.147], [-1.296, -0.447, -0.645], [0.836, 0.070, -0.047], [-0.249, 0.351, 0.279], [0.256, -0.181, 0.008], [-0.110, 0.023, -0.593], [-0.421, 0.621, 0.299], [0.490, -0.054, -0.094], [-0.598, -0.023, 0.076], [2.237, -0.777, 0.010], [-0.316, 0.778, 1.077], [-0.435, 0.132, -0.900], [0.083, 0.195, 0.121], [-0.141, -0.261, -0.236], [-0.650, 0.721, -0.099], [0.341, -0.779, 0.424], [-0.514, 0.021, -0.675], [-0.062, -0.170, -0.092], [-1.268, -0.474, 0.349], [-0.647, -0.583, -0.357], [0.853, 1.060, -0.774], [1.416, -0.231, -0.027], [-0.115, -0.297, 0.317], [0.456, 0.346, -0.202], [-0.996, -0.151, 0.148], [-0.240, -0.126, 0.380], [0.848, 0.466, -0.161], [-0.285, -0.224, 0.284], [0.378, -1.471, -2.409], [0.052, 2.537, -1.365], [1.308, -0.498, 2.302], [-1.034, -0.341, 1.658], [0.204, 0.397, 0.927], [-0.256, -0.582, -0.204], [-0.014, 0.016, 0.778], [-0.031, 0.064, -0.242], [-0.448, -0.365, -0.612], [-0.086, 0.690, 0.021], [-0.827, -1.987, -0.718], [-1.948, 1.563, 1.499], [2.045, -0.675, -0.108], [0.414, 1.385, -0.024], [-0.355, -0.327, 0.115], [0.035, -0.214, -0.585], [0.274, -0.598, 0.021], [0.358, 0.731, -0.361], [0.247, 0.369, -0.187], [-0.153, 0.008, 0.457]],
  "orbital_gap_ha": 0.358,
  "homo_ha": -0.3467,
  "relative_energy_ev": 3.196,
  "energy_ev": -59635.479
}


- What is the formula in the first record?
  C19H64N10O13